(1)
The following is a DFT calculation (ωB97M-V with the def2-TZVPD basis set) of a cluster of 2 separate species, C14H16O in total.

- M (g mol⁻¹) = 200.28
- ΔE to the lowest compared entry with this formula, charge and spin (kcal per mole) = 23.1
- frontier orbital gap (spin up / spin down) (eV) = 1.96 / 6.47
- E_tot (eV) = -16822.910
- charge = -1
- E_HOMO (spin up / spin down) (eV) = 0.9 / -3.7
- multiplicity = 2

```
31
Properties=species:S:1:pos:R:3:nbo_charge:R:1
C 0.752 4.264 -0.368 -0.62
C -2.386 1.587 -1.612 -0.32
C -2.354 2.926 -2.110 -0.42
C -1.616 1.302 -0.503 -0.25
C -1.228 3.715 -1.787 -0.26
C -0.617 2.161 -0.009 -0.44
C -0.422 3.397 -0.721 -0.07
H -3.150 0.872 -1.898 0.18
H -2.936 3.200 -2.986 0.17
H -1.932 0.451 0.106 0.17
H -1.144 4.692 -2.238 0.18
H -0.040 1.861 0.840 0.18
H 0.450 5.152 0.189 0.19
H 1.348 4.581 -1.224 0.20
H 1.565 3.746 0.154 0.20
C -0.640 -4.395 -0.216 -0.63
C 0.261 -3.356 0.425 -0.06
C 1.613 -3.645 0.642 -0.19
C -0.144 -2.069 0.701 -0.17
C 2.392 -2.751 1.364 -0.31
C 0.582 -1.131 1.451 -0.27
C 1.865 -1.532 1.775 0.30
O 2.614 -0.699 2.565 -0.69
H -0.887 -5.173 0.502 0.21
H -0.213 -4.900 -1.083 0.21
H 2.100 -4.439 0.087 0.20
H -1.147 -1.760 0.423 0.21
H 3.462 -2.921 1.337 0.20
H 0.102 -0.172 1.564 0.25
H 3.261 -1.133 3.119 0.48
H -1.512 -3.830 -0.492 0.22
```

(2)
The following is a DFT calculation (ωB97M-V with the def2-TZVPD basis set) of the molecule C3H10NS.

- M (g mol⁻¹) = 92.19
- ΔE to the lowest compared entry with this formula, charge and spin (kcal per mole) = 69.6
- frontier orbital gap (spin up / spin down) (eV) = 4.40 / 10.13
- E_tot (eV) = -15594.095
- charge = 0
- E_HOMO (spin up / spin down) (eV) = -3.7 / -9.5
- multiplicity = 2

```
15
Properties=species:S:1:pos:R:3:nbo_charge:R:1
C 0.850 0.163 0.454 -0.37
C -0.353 -0.480 -0.439 -0.44
C -1.379 0.532 -1.076 -0.49
S -1.844 1.711 0.256 -0.07
N 1.983 -0.859 0.852 -1.06
H 0.242 0.384 1.426 0.22
H 1.221 1.064 -0.013 0.22
H 0.223 -0.957 -1.284 0.21
H -0.888 -1.198 0.211 0.22
H -1.001 0.975 -1.926 0.21
H -2.341 0.107 -1.161 0.23
H -3.157 1.549 0.208 0.12
H 2.109 -1.355 -0.015 0.36
H 1.536 -1.421 1.565 0.33
H 2.798 -0.214 0.942 0.29
```

(3)
The following is a DFT calculation (ωB97M-V with the def2-TZVPD basis set) of the molecule C3H8N2OS.

- structure (SMILES) = [H]/N=N/[C@H](OC)SC
- M (g mol⁻¹) = 120.18
- ΔE to the lowest compared entry with this formula, charge and spin (kcal per mole) = 89.5
- frontier orbital gap (eV) = 9.56
- E_tot (eV) = -19100.619
- charge = 0
- E_HOMO (eV) = -8.6

```
15
Properties=species:S:1:pos:R:3:nbo_charge:R:1
H -2.965 1.127 -1.636 0.31
N -1.910 1.322 -1.439 -0.36
N -1.501 0.337 -0.817 -0.15
C -0.109 0.554 -0.156 0.07
O 0.720 -0.463 -0.410 -0.52
C 1.803 -0.017 -1.185 -0.24
S -0.827 0.551 1.510 0.22
C -0.503 -1.134 2.016 -0.76
H 0.340 1.644 -0.279 0.19
H 2.448 -0.884 -1.189 0.20
H 2.175 0.825 -0.642 0.17
H 1.574 0.371 -2.198 0.18
H -0.775 -1.057 3.102 0.23
H 0.596 -1.273 1.881 0.23
H -1.065 -1.903 1.442 0.23
```

(4)
The following is a DFT calculation (ωB97M-V with the def2-TZVPD basis set) of a cluster of 2 separate species, CH6NO2 in total.

- M (g mol⁻¹) = 64.06
- ΔE to the lowest compared entry with this formula, charge and spin (kcal per mole) = 22.5
- frontier orbital gap (eV) = 13.31
- E_tot (eV) = -6712.174
- charge = +1
- E_HOMO (eV) = -16.9

```
10
Properties=species:S:1:pos:R:3:nbo_charge:R:1
O 1.046 -1.987 -0.571 -0.93
H 1.799 -2.534 -0.810 0.53
H 0.237 -2.519 -0.632 0.51
H 0.627 -0.598 -0.914 0.59
C -0.531 1.180 -0.133 0.60
N -0.739 1.299 1.152 -0.70
O 0.175 0.306 -0.650 -0.66
H -1.031 1.949 -0.721 0.19
H -0.384 0.738 1.900 0.44
H -1.199 2.167 1.378 0.43
```

(5)
The following is a DFT calculation (ωB97M-V with the def2-TZVPD basis set) of the molecule C3H6OS3.

- M (g mol⁻¹) = 154.28
- ΔE to the lowest compared entry with this formula, charge and spin (kcal per mole) = 35.5
- frontier orbital gap (spin up / spin down) (eV) = 6.77 / 7.56
- E_tot (eV) = -37758.616
- charge = 0
- E_HOMO (spin up / spin down) (eV) = -7.5 / -8.1

```
13
Properties=species:S:1:pos:R:3:nbo_charge:R:1
C 0.604 -0.530 0.261 -0.67
C -1.606 -1.865 0.338 -0.73
C 0.357 2.002 -0.693 -0.67
O 2.812 1.008 0.870 -0.91
S 2.487 -0.328 0.328 0.98
S 0.099 -2.104 -0.239 0.33
S -0.511 0.749 0.333 0.30
H -2.105 -2.689 -0.183 0.24
H -1.992 -0.949 0.116 0.22
H -1.511 -1.862 1.413 0.22
H 1.004 2.512 -0.081 0.24
H -0.403 2.600 -0.968 0.21
H 0.765 1.454 -1.496 0.23
```

(6)
The following is a DFT calculation (ωB97M-V with the def2-TZVPD basis set) of a cluster of 2 separate species, C5H6 in total.

- M (g mol⁻¹) = 66.10
- ΔE to the lowest compared entry with this formula, charge and spin (kcal per mole) = 210.7
- frontier orbital gap (eV) = 7.50
- E_tot (eV) = -5272.060
- charge = 0
- E_HOMO (eV) = -8.1

```
11
Properties=species:S:1:pos:R:3:nbo_charge:R:1
C 3.343 0.027 0.264 -0.37
C 0.881 -0.122 -0.054 0.28
C -1.774 -0.764 0.025 -0.34
C -1.691 0.644 0.241 -0.35
C -0.418 -0.079 -0.061 -0.42
H 3.309 -0.652 -0.659 0.10
H 3.526 1.134 -0.143 0.10
H -1.731 -1.453 0.807 0.24
H -1.916 -1.348 -0.996 0.26
H -1.860 1.484 -0.581 0.25
H -1.669 1.130 1.157 0.25
```